{"formula": "CH3N4Si", "method": "ωB97M-V/def2-TZVPD", "max_force_ev_per_a": 3.52, "charge": -1, "spin_multiplicity": 1, "e_lumo_ev": 3.88, "e_homo_ev": -4.76, "species": ["Si", "N", "N", "N", "N", "C", "H", "H", "H"], "positions_angstrom": [[-0.165, 0.065, 0.035], [-2.813, -1.095, -0.117], [-4.143, 0.578, 0.109], [-2.727, 1.141, 0.020], [-4.016, -0.674, -0.025], [-2.039, 0.034, -0.080], [0.477, -0.351, -1.336], [0.090, -1.168, 0.951], [0.555, 1.246, 0.576]], "atomic_forces_ev_per_a": [[-0.2231, -2.3103, -0.6115], [2.7874, -0.7869, -0.2542], [2.7747, 2.0684, -0.6394], [-2.9622, -0.9515, 0.6140], [-2.3687, -0.0828, 0.4323], [0.3775, 0.5252, 0.0108], [-0.3283, 0.5471, 1.0553], [0.2401, 0.9826, -0.5111], [-0.2972, 0.0082, -0.0961]], "nbo_charge": [0.836, -0.408, -0.202, -0.416, -0.114, -0.161, -0.187, -0.176, -0.172]}

---

{"formula": "C14H13Br2InN4O2", "method": "ωB97M-V/def2-TZVPD", "max_force_ev_per_a": 0.92, "charge": 2, "spin_multiplicity": 1, "e_lumo_ev": [-8.58, -8.53], "e_homo_ev": [-15.44, -15.30], "species": ["In", "Br", "Br", "O", "O", "N", "N", "N", "N", "C", "C", "C", "C", "C", "C", "C", "C", "C", "C", "C", "C", "C", "C", "H", "H", "H", "H", "H", "H", "H", "H", "H", "H", "H", "H", "H"], "positions_angstrom": [[0.209, 0.865, 1.082], [-2.298, -3.874, 5.570], [-1.314, -6.979, -0.854], [-1.271, -0.139, -1.715], [1.246, -0.223, -0.944], [0.787, -1.214, -1.511], [-0.574, -1.273, -1.889], [0.698, -2.685, 0.158], [-0.795, -1.256, 2.030], [-2.255, -2.681, -2.959], [-0.384, -3.212, 0.641], [-1.710, -2.810, 4.152], [2.651, -2.936, -1.315], [-1.678, -1.434, 4.264], [-1.212, -0.714, 3.178], [-0.059, -4.783, -2.038], [1.162, -2.701, -1.183], [-0.727, -5.188, -0.939], [-0.936, -2.419, -2.347], [0.263, -3.342, -2.277], [-1.295, -3.402, 2.966], [-0.848, -2.597, 1.933], [-1.072, -4.373, 0.175], [-1.998, -0.932, 5.166], [-1.848, -4.767, 0.817], [-3.052, -2.661, -2.208], [3.138, -2.084, -1.787], [0.780, -3.249, -3.239], [-1.182, 0.370, 3.248], [2.844, -3.826, -1.913], [-1.291, -4.481, 2.888], [-2.493, -1.934, -3.723], [3.085, -3.076, -0.329], [-2.258, -3.664, -3.423], [0.226, -5.503, -2.794], [-2.047, -0.169, -2.303]], "atomic_forces_ev_per_a": [[0.1815, 0.2225, 0.0407], [0.0318, 0.0607, -0.0656], [0.0348, 0.0458, 0.0448], [-0.0034, 0.0584, 0.0388], [-0.3436, 0.1209, -0.2690], [0.8819, -0.2250, -0.1445], [-0.2012, 0.0464, -0.0484], [0.0253, 0.2436, 0.0269], [-0.1097, -0.1784, 0.2412], [-0.1869, -0.0584, 0.1020], [0.2559, -0.1996, -0.1204], [-0.0887, -0.1451, 0.2103], [-0.0135, -0.0098, 0.0152], [0.0115, 0.1624, -0.0217], [-0.1181, -0.1591, 0.1035], [0.0498, 0.0670, -0.0921], [-0.4921, 0.2165, 0.0144], [-0.1058, -0.1346, 0.0489], [0.1444, -0.0903, -0.2223], [0.0793, -0.1638, 0.3218], [0.0739, 0.0110, -0.0701], [-0.0334, -0.2114, -0.0162], [-0.1185, -0.0003, 0.0243], [0.0133, 0.0005, -0.0350], [-0.0512, 0.0692, -0.0128], [0.0559, 0.0130, 0.0099], [-0.0016, -0.0306, -0.0494], [0.0310, 0.0733, 0.0004], [-0.0387, 0.0330, 0.0801], [-0.0089, 0.0097, 0.0113], [0.0041, 0.0441, -0.0596], [0.0546, -0.0183, 0.0045], [0.0003, 0.0333, 0.0013], [0.0028, 0.0020, -0.0029], [-0.0514, 0.0300, -0.0323], [0.0347, 0.0611, -0.0778]], "nbo_charge": [0.929, 0.203, 0.180, -0.457, -0.352, 0.233, 0.105, -0.412, -0.559, -0.718, 0.188, -0.028, -0.646, -0.244, 0.049, -0.162, 0.292, -0.113, 0.435, -0.362, -0.243, 0.174, -0.172, 0.269, 0.249, 0.286, 0.262, 0.295, 0.199, 0.250, 0.252, 0.273, 0.267, 0.290, 0.264, 0.523]}

---

{"formula": "C23H45AlBBr7Cl5CsN4O8", "method": "ωB97M-V/def2-TZVPD", "max_force_ev_per_a": 6.68, "spin_multiplicity": 1, "e_lumo_ev": -4.92, "e_homo_ev": -6.52, "species": ["Cs", "Br", "Br", "Br", "Br", "Br", "Br", "Br", "Cl", "Cl", "Cl", "Cl", "Cl", "Al", "O", "O", "O", "O", "O", "O", "O", "O", "N", "N", "N", "N", "C", "C", "C", "C", "C", "C", "C", "C", "C", "C", "C", "C", "C", "C", "C", "C", "C", "C", "C", "C", "C", "C", "C", "B", "H", "H", "H", "H", "H", "H", "H", "H", "H", "H", "H", "H", "H", "H", "H", "H", "H", "H", "H", "H", "H", "H", "H", "H", "H", "H", "H", "H", "H", "H", "H", "H", "H", "H", "H", "H", "H", "H", "H", "H", "H", "H", "H", "H", "H"], "positions_angstrom": [[4.811, -1.261, 1.354], [2.117, -6.366, -6.325], [-2.014, -7.613, -2.881], [1.234, 1.036, -3.948], [0.082, -6.130, -0.946], [-0.227, -8.318, -7.335], [-0.753, -4.786, -3.743], [1.801, -9.296, -5.042], [-2.051, -1.246, -3.453], [-8.710, 1.093, 4.879], [-6.428, -0.678, 4.598], [-8.941, -1.329, 3.298], [-8.716, -1.497, 6.186], [-2.599, -2.423, 4.075], [-1.630, -2.621, 2.331], [8.338, -0.780, 1.765], [5.437, 1.293, 0.078], [-1.704, -2.536, -0.804], [10.667, 2.766, -2.425], [6.477, -0.621, 2.929], [6.939, -2.248, 1.530], [-3.082, -0.416, 3.125], [8.873, 1.701, -1.554], [-1.612, -0.720, 0.888], [-4.454, -1.307, -1.965], [8.682, 3.845, -2.312], [-0.500, -2.858, 3.043], [-5.036, 4.574, 0.702], [-2.414, 0.101, -1.144], [1.962, 0.700, -0.524], [9.486, 2.770, -2.117], [6.186, 1.901, 1.219], [-8.201, -0.603, 4.741], [-2.706, 2.790, -0.639], [4.163, 2.014, -0.009], [-1.889, 1.414, -0.318], [-1.322, -5.906, -2.267], [0.698, -2.843, 2.058], [-3.579, 4.429, 1.364], [-1.941, 0.751, 1.138], [-2.396, 4.008, 0.358], [-3.922, 0.081, -1.709], [-0.372, 1.873, -0.504], [-4.722, 1.248, 1.920], [7.210, -1.185, 2.121], [-1.876, -1.211, -0.327], [0.541, 0.853, -1.283], [3.251, 1.440, -1.198], [0.884, -7.782, -5.838], [-3.262, 0.578, 2.036], [-4.948, 4.745, -0.425], [0.218, -7.377, -5.076], [-0.229, -2.137, 3.837], [1.637, -3.031, 2.609], [7.303, 1.640, 1.113], [-1.447, 3.898, 0.994], [3.854, 0.584, -1.693], [6.089, 3.042, 1.241], [-0.420, -3.818, 3.585], [9.436, 0.881, -1.392], [-5.294, -1.415, -1.357], [-0.222, 2.919, -0.986], [0.074, 1.999, 0.563], [-5.490, 0.411, 2.177], [-5.022, 1.636, 0.893], [1.903, 1.099, 0.547], [7.709, 3.868, -2.067], [5.809, 1.494, 2.260], [-2.206, 4.942, -0.310], [-3.299, 5.486, 1.757], [-4.908, 2.058, 2.734], [4.427, 3.125, -0.188], [0.800, 1.327, -2.359], [-2.303, 3.113, -1.681], [-1.248, -1.332, 1.660], [-5.503, 5.545, 1.134], [-4.835, -1.284, -2.922], [-5.772, 3.735, 0.989], [3.666, 1.935, 1.024], [-3.919, -0.403, 3.668], [2.262, -0.408, -0.478], [-1.399, -3.074, -0.017], [-1.773, -0.027, -2.162], [9.101, 4.661, -2.729], [0.606, -3.621, 1.293], [-4.697, 0.628, -1.069], [-1.143, 1.008, 1.933], [2.953, 2.251, -1.944], [7.902, 1.685, -1.294], [-2.144, -5.388, -1.773], [-3.517, 3.740, 2.275], [-3.883, 0.604, -2.745], [-3.828, 2.631, -0.801], [0.122, -0.184, -1.489], [0.801, -1.875, 1.555]], "atomic_forces_ev_per_a": [[-6.2464, -0.0467, -2.3646], [-0.2465, -0.3273, 0.0766], [0.2109, 0.2638, 0.1204], [0.3607, -0.0628, -1.5712], [-0.1751, 0.0205, -0.1532], [0.2514, 0.0925, 0.2907], [-0.0893, -0.3174, 0.3954], [-0.1661, 0.2867, -0.1811], [0.8939, -0.6826, -2.0465], [0.1560, -0.3207, -0.0387], [-0.1494, -0.0988, 0.1692], [0.2056, 0.1450, 0.2680], [0.1790, 0.1934, -0.3204], [0.0088, -0.1319, -1.2884], [-2.2355, -0.7534, 2.1060], [1.5224, 1.5454, -0.2569], [-0.1896, 1.9539, 1.3247], [-0.0429, 3.6521, 2.9034], [-0.1489, 0.0851, 0.0015], [0.1873, 1.3752, 2.6587], [0.5892, -3.1933, -0.7423], [-1.7022, 1.7697, -0.5593], [-0.1104, -0.6746, 0.2652], [0.6628, -0.2819, -2.3295], [-1.2860, 1.1166, 0.8215], [-0.3034, 0.9125, -0.2426], [3.8666, -1.1386, -0.4934], [-0.1166, 0.8369, 0.8421], [1.3375, -0.4571, -1.1995], [0.5057, -0.1842, -0.6062], [0.5545, -0.2507, -0.0550], [0.5050, -0.1577, 0.7377], [-0.4191, 0.0146, 0.0253], [0.2574, -0.3928, -0.5162], [0.3519, 0.5470, -0.5020], [-0.6429, 0.0941, 0.7379], [-0.1639, 0.2648, -0.2463], [0.6406, -0.0782, 0.6700], [0.6208, 0.6097, 0.0490], [0.2263, -1.0773, 0.8875], [-0.3767, 1.1100, -0.2355], [-0.2820, 0.3438, -0.6885], [0.9818, -0.2125, -0.0327], [-1.0272, -0.6256, 0.5799], [3.8131, -0.1558, 0.8074], [-1.1190, 1.6069, -0.2006], [1.1105, -0.6302, 2.6632], [0.1479, -0.9454, 1.1231], [-0.0580, 0.0883, 0.0814], [-0.6761, -0.3611, 0.6290], [-0.2463, -0.5220, 1.5355], [0.1735, -0.0934, -0.2103], [-0.3037, 0.5248, 0.0637], [-0.2980, 0.0623, -0.2477], [-1.8716, 0.1600, 0.1413], [-1.3055, -0.1512, -1.0858], [-0.8727, 1.8197, 0.3880], [-0.0106, -1.5291, -0.3224], [-0.4994, -0.1891, -0.1837], [-0.1445, 0.1479, 0.0402], [0.7840, 0.0259, -0.5810], [-0.7241, -1.7495, 0.6843], [-0.6496, -0.1727, -1.8246], [1.1526, 1.3432, -0.4407], [0.6670, -0.3187, 1.4809], [-0.2764, -0.6473, -1.4787], [0.1065, -0.0573, -0.0239], [0.6839, 0.7031, -2.1532], [-0.2746, -1.5666, 1.0918], [-0.3377, -1.8454, -0.5729], [0.3906, -1.2326, -1.4353], [-0.5675, -1.5920, 0.2787], [-0.4460, -0.1797, 1.0264], [-0.7453, -0.7413, 1.7002], [-0.8670, 0.1115, -0.5866], [0.6800, -1.6503, -0.7708], [0.5705, -0.3826, 0.5868], [1.2921, 1.1860, -0.7931], [0.4303, 0.1626, -1.4095], [1.0312, 0.2309, -0.7314], [-0.6873, 1.5125, 0.0319], [-0.3724, 0.6426, -0.6984], [-1.2241, 0.3275, 1.5324], [-0.0931, -0.1870, 0.0924], [-0.1714, 0.0589, 0.1507], [1.4075, -0.4798, -0.5445], [-0.8751, 0.3198, -1.4417], [0.5225, -1.2531, 1.0785], [0.0604, -0.0332, -0.0263], [0.2189, -0.1482, -0.1485], [-0.5000, 0.9072, -1.2457], [0.1420, -0.6113, 1.9556], [1.5755, 0.2312, 0.5409], [0.3766, 1.5717, 0.1166], [-0.0762, -0.0864, 0.0754]], "mulliken_charge": [1.138, -0.012, -0.066, -0.244, -0.035, -0.018, 0.095, -0.016, -0.442, -0.092, -0.080, -0.086, -0.085, 0.059, -0.425, -0.531, -0.370, -0.198, -0.662, -0.818, -0.786, -0.200, -0.290, 0.761, -0.430, -0.332, -0.466, -0.973, -0.741, -0.924, 0.633, -0.842, 0.293, -1.043, -0.524, 2.592, -0.211, -0.820, -0.235, -0.987, -0.731, -1.165, -1.453, -0.603, 0.974, -0.271, 0.025, -0.437, 0.391, 0.246, 0.266, -0.380, 0.294, 0.424, 0.218, 0.204, 0.267, 0.361, 0.471, 0.160, 0.227, 0.384, 0.420, 0.366, -0.100, 0.312, 0.151, 0.345, 0.406, 0.445, 0.377, 0.221, 0.125, 0.479, 0.139, 0.358, 0.303, 0.157, 0.347, 0.138, 0.212, 0.319, 0.312, 0.204, 0.096, 0.302, 0.013, 0.359, 0.137, 0.234, 0.038, 0.352, 0.375, 0.450, 0.149]}

---

{"formula": "C5H18N4Si", "method": "ωB97M-V/def2-TZVPD", "max_force_ev_per_a": 5.48, "charge": 2, "smiles": "CN/C(=[NH+]\\C)[C@H](N[SiH3])[NH2+]C", "spin_multiplicity": 1, "e_lumo_ev": -7.19, "e_homo_ev": -17.64, "species": ["Si", "N", "N", "N", "N", "C", "C", "C", "C", "C", "H", "H", "H", "H", "H", "H", "H", "H", "H", "H", "H", "H", "H", "H", "H", "H", "H", "H"], "positions_angstrom": [[-3.170, 1.700, -0.712], [0.895, -1.446, 0.613], [-0.558, 1.058, 1.361], [-1.603, 0.715, -0.874], [0.818, 0.118, -1.192], [0.489, 0.611, 2.330], [-1.003, 0.036, 0.275], [0.380, -0.536, -0.142], [1.737, -0.200, -2.336], [2.039, -2.288, 0.321], [2.562, 0.549, -2.311], [2.852, -1.534, 0.013], [-0.380, 1.846, 0.833], [-1.386, 1.258, 1.869], [2.274, -2.833, 1.306], [-4.095, 0.633, -0.100], [2.218, -1.249, -2.243], [0.289, -1.922, 1.236], [0.276, -0.368, 2.841], [-1.650, 0.037, -1.680], [-1.689, -0.664, 0.665], [0.159, 0.925, -1.486], [1.935, -2.989, -0.400], [0.407, 1.370, 3.068], [-3.527, 2.190, -2.048], [-2.968, 2.778, 0.364], [1.237, -0.212, -3.307], [1.462, 0.418, 1.738]], "atomic_forces_ev_per_a": [[-0.2758, -1.0829, 1.2533], [0.1277, -2.1082, -1.0535], [-1.8228, -3.7324, -0.0902], [-0.2193, 0.1824, 0.1376], [-0.0905, 0.5047, -1.6916], [1.3488, -1.1765, -0.7966], [1.3333, 1.4440, -1.3410], [-1.7972, 1.3077, -1.8220], [2.2197, -1.5428, 1.0132], [3.1108, 2.9702, 3.3950], [-0.6575, -0.5792, -0.2568], [-0.6639, -1.6002, 0.6666], [1.2477, 2.5987, -1.1118], [-1.1789, 0.5230, 0.9133], [0.0910, 0.9895, -1.5887], [0.3761, 0.8912, -0.5013], [-0.8677, 1.7993, 0.1192], [-0.9780, -0.0090, 0.6301], [-0.4476, 1.0267, -0.7090], [-0.1334, 0.9042, 1.1672], [-0.3628, -1.1096, 1.1358], [0.8905, -1.6695, 0.8925], [-0.8698, -2.0701, -2.4731], [1.0481, 0.6796, 0.7557], [0.1552, -0.0529, 0.1158], [0.2042, -0.6893, -0.8014], [-0.3586, 0.3721, 0.4226], [-1.4295, 1.2294, 1.6190]], "nbo_charge": [0.996, -0.516, -0.491, -1.056, -0.543, -0.430, 0.084, 0.520, -0.441, -0.425, 0.253, 0.228, 0.440, 0.445, 0.256, -0.142, 0.238, 0.425, 0.248, 0.433, 0.239, 0.467, 0.233, 0.262, -0.084, -0.144, 0.254, 0.253]}

---

{"formula": "C2H3NO2S", "method": "ωB97M-V/def2-TZVPD", "max_force_ev_per_a": 7.58, "smiles": "O/N=C\\C(O)=S", "spin_multiplicity": 1, "e_lumo_ev": -0.22, "e_homo_ev": -9.18, "species": ["S", "O", "O", "N", "C", "C", "H", "H", "H"], "positions_angstrom": [[-1.774, 1.216, 1.497], [-0.991, -1.012, 0.051], [0.937, -0.847, -1.222], [1.329, 0.408, -0.615], [-0.855, 0.244, 0.571], [0.620, 0.836, 0.238], [1.621, -0.769, -1.887], [-1.786, -1.708, 0.466], [0.899, 1.632, 0.901]], "atomic_forces_ev_per_a": [[-0.2794, -0.9282, -0.4050], [-3.2682, -1.4173, 2.5494], [0.9358, 2.1759, -0.0770], [3.9764, -2.9037, -3.9304], [1.8918, -0.3439, 0.0747], [-6.3961, -0.1067, 4.0599], [0.1420, -0.8118, -0.6419], [2.8938, 3.7309, -1.3834], [0.1039, 0.6049, -0.2464]], "nbo_charge": [-0.037, -0.665, -0.542, -0.126, 0.161, -0.005, 0.478, 0.515, 0.221]}

---

Question: Which formula does entry 3 have?
Answer: C23H45AlBBr7Cl5CsN4O8

---

Question: Number 5 is which compound?
Answer: C2H3NO2S